<A>
DFT (ωB97M-V/def2-TZVPD) results for a 3-piece molecular cluster, C9H11NO3 overall.

Bonds (Å) are listed after each position.
CARTESIAN COORDINATES (ANGSTROEM)
1 C -1.455 0.079 2.613  C2 1.562, H10 1.032, H11 1.041, H12 1.134
2 C -1.002 1.105 1.527  C1 1.562, N3 1.228, H13 1.076
3 N -0.697 0.949 0.348  C2 1.228, C4 1.378
4 C -0.418 -0.253 -0.265  N3 1.378, C5 1.415, C9 1.431
5 C -1.035 -0.555 -1.502  C4 1.415, C6 1.360, H14 1.048
6 C -0.750 -1.709 -2.160  C5 1.360, C7 1.421, H15 1.033
7 C 0.262 -2.615 -1.741  C6 1.421, C8 1.350, H16 1.039
8 C 0.887 -2.317 -0.582  C7 1.350, C9 1.398, H17 1.098
9 C 0.491 -1.245 0.223  C4 1.431, C8 1.398, H18 1.079
10 H -0.904 -0.793 2.630  C1 1.032
11 H -1.323 0.557 3.528  C1 1.041
12 H -2.586 -0.002 2.599  C1 1.134
13 H -0.955 2.103 1.928  C2 1.076
14 H -1.667 0.065 -2.063  C5 1.048
15 H -1.436 -1.818 -2.925  C6 1.033
16 H 0.625 -3.389 -2.331  C7 1.039
17 H 1.710 -2.937 -0.202  C8 1.098
18 H 0.902 -1.251 1.220  C9 1.079
19 O -4.762 0.603 1.569  C20 1.131
20 C -4.725 1.258 0.648  O19 1.131, O21 1.133
21 O -4.727 1.976 -0.229  C20 1.133
22 O 0.739 1.237 -2.977  H23 0.920, H24 0.957
23 H 0.189 1.957 -3.136  O22 0.920
24 H 0.274 0.433 -2.749  O22 0.957

Calculated values
SMILES: C/C=N\c1ccccc1.O=C=O.O
LUMO level, eV: 0.455

<B>
DFT (ωB97M-V/def2-TZVPD) results for a 2-piece molecular cluster, C9H11NO3 overall.

Bonds (Å) are listed after each position.
CARTESIAN COORDINATES (ANGSTROEM)
1 C -3.882 -1.175 0.204  H10 1.219, H11 1.122, H12 1.147, O22 1.452
2 C -1.566 -0.519 -0.071  C3 1.388, C9 1.356, O22 1.380
3 C -0.257 -0.945 0.116  C2 1.388, C4 1.396, H13 1.242
4 C 0.771 -0.001 0.090  C3 1.396, C7 1.345, N21 1.431
5 C 3.254 -0.411 -0.024  C6 1.571, N21 1.323, O23 1.233
6 C 3.673 1.069 0.295  C5 1.571, H15 1.115, H16 1.205, H17 1.062
7 C 0.586 1.307 -0.165  C4 1.345, C8 1.420, H18 1.155
8 C -0.739 1.812 -0.085  C7 1.420, C9 1.412, H19 1.059
9 C -1.741 0.822 -0.159  C2 1.356, C8 1.412, O24 1.510
10 H -4.479 -0.460 -0.582  C1 1.219
11 H -4.073 -0.912 1.277  C1 1.122
12 H -4.362 -2.217 0.187  C1 1.147
13 H -0.158 -2.165 0.325  C3 1.242
14 H 1.707 -1.832 0.048  N21 1.115
15 H 3.080 1.222 1.227  C6 1.115
16 H 3.597 1.843 -0.625  C6 1.205
17 H 4.663 1.417 0.459  C6 1.062
18 H 1.515 1.957 -0.379  C7 1.155
19 H -0.896 2.845 -0.264  C8 1.059
20 H -2.871 2.360 -0.829  no bonds
21 N 1.977 -0.756 -0.065  C4 1.431, C5 1.323, H14 1.115
22 O -2.536 -1.484 -0.248  C1 1.452, C2 1.380
23 O 4.052 -1.341 -0.158  C5 1.233
24 O -3.035 1.511 0.206  C9 1.510

Calculated values
LUMO level, eV: -0.095

The calculated energies rank the structures as follows, beginning with the most stable: <A>, <B>.

<A>
DFT (ωB97M-V/def2-TZVPD) results for a 2-piece molecular cluster, FH2NS overall.

Bonds (Å) are listed after each position.
CARTESIAN COORDINATES (ANGSTROEM)
1 N 0.504 -0.926 -0.374  F2 1.350, H4 1.128
2 F -0.396 -1.475 -1.218  N1 1.350
3 S -1.227 1.337 0.976  H5 1.424
4 H 1.016 -0.017 -0.802  N1 1.128
5 H 0.102 1.081 1.418  S3 1.424

Calculated values
LUMO level (spin up / spin down), eV: -0.818 / -2.436

<B>
DFT (ωB97M-V/def2-TZVPD) results for a 2-piece molecular cluster, FH2NS overall.

Bonds (Å) are listed after each position.
CARTESIAN COORDINATES (ANGSTROEM)
1 N 0.330 -0.538 -0.131  F2 1.427, S3 1.690
2 F 1.517 0.248 -0.048  N1 1.427
3 S -1.040 0.423 0.108  N1 1.690, H5 1.461
4 H 0.311 -1.043 1.338  no bonds
5 H -1.118 0.910 -1.268  S3 1.461

Calculated values
LUMO level, eV: -0.574

The calculated energies rank the structures as follows, beginning with the most stable: <B>, <A>.